Entry 1:
Computed, not measured: the molecule C4H9NO, with the ωB97M-V functional and the def2-TZVPD basis.

```
15
Properties=species:S:1:pos:R:3:lowdin_charge:R:1
C 2.22074 -0.48592 -0.12664 -0.157
C 0.82420 -0.26840 0.49746 -0.256
C -0.27509 0.26612 -0.51913 -0.130
C -1.71546 -0.11518 -0.27603 -0.539
N -2.50022 0.65178 0.60737 0.158
O -2.18586 -1.10727 -0.75738 0.065
H 2.37384 -1.40711 -0.75446 0.074
H 3.05494 -0.56263 0.66422 0.088
H 2.39855 0.36583 -0.87200 0.081
H 0.62134 -1.25692 0.96236 0.109
H 0.98627 0.50675 1.31781 0.114
H -0.10253 1.40248 -0.68313 0.137
H 0.00513 -0.10622 -1.52429 0.113
H -2.23235 1.55581 0.86674 0.066
H -3.47350 0.56087 0.59709 0.076
```

**HOMO**: -9.87 eV
**Calculated total energy**: -287.80170 Eh
**Structure (SMILES)**: CCCC(N)=O
**Spin multiplicity**: 1

---

Entry 2:
Computed, not measured: a cluster of 2 separate species, C2H7O in total, with the ωB97M-V functional and the def2-TZVPD basis.

```
10
Properties=species:S:1:pos:R:3:lowdin_charge:R:1
O 1.16137 -0.22949 -1.30053 0.282
H 1.91160 0.08824 -1.83182 0.191
H 0.34950 -0.10786 -1.80320 0.161
H 0.97666 -0.11500 -0.29671 0.149
C -0.31755 0.44032 1.17446 -0.064
C -1.12893 -0.34018 0.43477 -0.037
H -0.29874 1.52196 1.08849 0.075
H 0.32662 0.06340 1.96555 0.082
H -1.97510 0.07018 -0.09684 0.082
H -1.00544 -1.39156 0.66582 0.079
```

**HOMO**: -15.64 eV
**Calculated total energy**: -155.28609 Eh
**Charge**: +1
**Spin multiplicity**: 1

---

Entry 3:
Computed, not measured: a structure of composition C33H27AsCrN3O7S2, with the ωB97M-V functional and the def2-TZVPD basis.

```
74
Properties=species:S:1:pos:R:3:lowdin_spin:R:1
Cr 0.23051 -0.91944 1.40980 2.894
C -2.06679 -2.03564 -0.87690 0.009
C -0.54319 -2.28904 -1.06880 0.011
C -0.30739 -3.39924 -2.05250 0.044
C 0.54281 -4.41164 -1.79670 0.004
C 1.22421 -4.46014 -0.56230 0.053
C 0.94871 -3.49404 0.39150 -0.013
N 0.03201 -2.50984 0.25140 -0.031
C 1.60461 -3.41244 1.66970 0.032
C 2.48921 -4.32634 2.25700 0.102
C 2.97551 -4.05394 3.52980 0.088
C 2.50011 -2.95894 4.22660 0.027
C 1.57651 -2.10154 3.60310 0.157
N 1.23291 -2.28904 2.30530 0.126
C 0.79051 -1.09494 4.24480 0.099
C 1.08091 -0.55094 5.50400 0.050
C 0.19931 0.32936 6.07390 0.049
C -0.97269 0.63856 5.37820 0.101
C -1.19269 0.08606 4.12420 0.014
C -2.46569 0.37746 3.39520 0.000
N -0.33799 -0.75764 3.55090 0.121
H -2.64459 -2.48264 -1.68320 0.000
H -2.27859 -0.96854 -0.82580 0.001
H -2.36559 -2.49414 0.06520 0.001
H -0.82699 -3.32504 -2.99530 0.003
H 0.71541 -5.19054 -2.52660 -0.001
H 1.94981 -5.22934 -0.35870 0.004
H 2.77791 -5.22314 1.73610 0.006
H 3.68261 -4.72714 3.99450 0.005
H 2.80761 -2.77134 5.24300 0.000
H 2.00451 -0.81994 5.99260 0.002
H 0.40141 0.77416 7.03780 0.001
H -1.70499 1.30586 5.80690 0.008
H -3.09929 1.03706 3.98210 0.000
H -2.99019 -0.55484 3.19390 0.000
H -2.24909 0.84326 2.43750 0.000
O 2.63661 2.85136 1.27160 0.000
As 1.34831 2.28216 2.38230 0.006
O 1.77891 2.73036 3.87220 0.003
O 1.31911 0.67186 2.10650 0.033
C -0.13129 3.38116 1.74630 0.002
C -0.51499 4.47466 2.49800 0.000
C -1.39349 5.41486 1.97480 0.000
C -1.84639 5.28016 0.65790 0.000
C -1.47609 4.19146 -0.09980 0.000
C -0.62429 3.23046 0.44990 0.000
S -0.58579 1.63216 -0.27890 0.000
O -1.32799 1.68806 -1.50590 0.002
O 0.88351 1.09166 -0.56250 -0.012
O -1.15299 0.73706 0.73290 0.006
H 2.76011 2.13676 0.64440 0.000
H -0.11119 4.56266 3.49910 0.000
H -1.71789 6.25306 2.57200 0.000
H -2.51049 6.02146 0.23880 0.000
H -1.83719 4.04136 -1.10580 0.000
C -0.49909 2.71276 -7.45630 0.000
C -0.85879 1.29326 -7.75830 0.000
O -1.88649 0.88246 -8.23490 0.000
S 0.54181 0.16506 -7.39930 0.001
C 0.31831 0.02606 -5.63000 0.005
C -0.89159 -0.41444 -5.11080 -0.001
C -1.00509 -0.68544 -3.76160 0.005
C 0.08511 -0.51684 -2.90380 0.002
C 1.27061 -0.00024 -3.43780 0.005
C 1.39401 0.26456 -4.78620 0.000
C 0.09661 -0.95574 -1.51480 0.037
C 0.65001 -0.33254 -0.46230 -0.062
H -1.37559 3.35276 -7.54160 0.000
H 0.26271 3.03146 -8.17130 0.000
H -0.07399 2.78746 -6.45610 0.000
H -1.73609 -0.56354 -5.77010 0.000
H -1.94909 -1.03434 -3.37340 0.000
H 2.11331 0.15386 -2.77980 0.000
H 2.32571 0.61996 -5.20330 0.000
```

**HOMO (alpha / beta)**: -2.08 / -3.94 eV
**Calculated total energy**: -6041.30938 Eh
**Charge**: -1
**Spin multiplicity**: 5
**<S²>**: 6.07

---

Entry 4:
Computed, not measured: a structure of composition CHNS2, with the ωB97M-V functional and the def2-TZVPD basis.

```
5
Properties=species:S:1:pos:R:3:lowdin_charge:R:1
C -0.96304 0.57001 0.13593 -0.877
N -0.13668 -0.24810 -0.17059 -0.556
S 1.22580 -0.18744 0.32636 0.743
S -2.19208 1.25104 -0.46250 0.753
H 2.06599 -1.38552 0.17080 -0.063
```

**HOMO (alpha / beta)**: -8.15 / -8.15 eV
**Calculated total energy**: -889.70069 Eh
**Spin multiplicity**: 1

---

Entry 5:
Computed, not measured: a structure of composition C19H28N2O3P2SV, with the ωB97M-V functional and the def2-TZVPD basis.

```
56
Properties=species:S:1:pos:R:3:lowdin_charge:R:1
V -0.03172 -0.28874 0.45998 0.484
C 3.06646 -0.69603 -0.91904 -0.177
P 2.37134 -0.29439 0.69462 0.883
C 3.10643 1.26146 1.21917 -0.166
C 2.71815 -1.58644 1.88836 -0.378
C 3.94004 -2.24121 1.94092 -0.030
C 4.14624 -3.22344 2.90578 -0.001
C 3.14182 -3.54594 3.80686 -0.002
C 1.91597 -2.88588 3.76580 -0.033
C 1.70834 -1.90684 2.80267 -0.383
P 0.19712 -0.93718 2.75168 0.891
C 0.35061 0.43584 3.90992 -0.159
C -1.23398 -1.88748 3.28210 -0.178
H 2.82007 -1.71885 -1.19907 0.063
H 4.15043 -0.57403 -0.84052 0.085
H 2.70468 -0.00150 -1.67898 0.080
H 4.15750 1.05721 1.43918 0.088
H 2.63145 1.66430 2.10992 0.051
H 3.04282 1.99525 0.41476 0.083
H 4.73551 -2.00298 1.24497 0.128
H 5.09794 -3.73666 2.94980 0.136
H 3.30965 -4.31270 4.55169 0.136
H 1.14952 -3.14139 4.48718 0.123
H 0.66356 -0.00450 4.86078 0.090
H -0.60744 0.93701 4.04777 0.067
H 1.09900 1.15944 3.59676 0.053
H -1.06960 -2.17917 4.32253 0.083
H -1.38863 -2.76915 2.66340 0.060
H -2.11729 -1.24899 3.24325 0.073
C -2.65320 2.37125 1.73216 0.036
C -2.45138 1.71657 0.37908 -0.453
C -3.60806 1.91272 -0.57435 0.034
O -2.17991 0.25780 0.57737 -0.100
C -1.15398 2.20974 -0.23985 -0.352
O -0.92750 3.01976 -1.03697 0.303
O -0.08522 1.37126 0.32637 -0.220
H -3.52134 1.93338 2.22368 0.117
H -2.84095 3.43671 1.59589 0.128
H -1.78023 2.25673 2.37605 0.083
H -4.54735 1.65578 -0.08415 0.119
H -3.49029 1.32051 -1.48342 0.118
H -3.65448 2.96158 -0.86535 0.126
H -2.93424 -0.24370 0.23236 0.142
C 2.23131 -6.63979 -0.80773 0.005
C 0.93381 -5.94660 -0.56615 -0.259
C -0.28220 -6.62306 -0.45257 0.053
C -1.44633 -5.90788 -0.23208 -0.033
N -1.43158 -4.56169 -0.14552 0.089
C -0.22924 -4.07972 -0.27102 -0.684
S -0.20006 -2.26982 -0.17112 0.889
N 0.95105 -4.59676 -0.45882 0.131
H 2.10404 -7.71719 -0.86671 0.098
H 2.93286 -6.40662 -0.00601 0.096
H 2.66981 -6.28396 -1.74097 0.105
H -0.31588 -7.70022 -0.54234 0.139
H -2.40812 -6.39301 -0.13184 0.139
```

**HOMO (alpha / beta)**: -18.50 / -18.50 eV
**Calculated total energy**: -3099.91967 Eh
**Charge**: +3
**Spin multiplicity**: 1

---

Entry 6:
Computed, not measured: a structure of composition C7H12BBeBrClCsF5LiN3NaO5, with the ωB97M-V functional and the def2-TZVPD basis.

```
39
Properties=species:S:1:pos:R:3:lowdin_charge:R:1
C 0.76270 -1.35300 -0.91394 -0.104
C 1.25478 -0.02620 -1.60186 -0.462
N 2.59873 0.12971 -1.85068 -0.396
C 0.20010 1.13396 -2.02483 -0.096
C -1.24951 0.71598 -1.69880 -0.151
C -2.13129 -0.10004 -2.49117 -0.106
N -3.35142 -0.19065 -1.84068 -0.122
C -3.30549 0.47928 -0.66864 -0.036
N -2.05113 1.00160 -0.59928 -0.064
O -1.65221 1.78159 0.45097 -0.180
H 1.57458 -1.84908 -0.27032 -0.088
H -0.08967 -1.18454 -0.19879 0.108
H 0.42882 -2.04178 -1.76020 0.091
H 2.77925 1.05614 -2.32468 -0.446
H 0.26004 1.44453 -3.15133 0.136
H 0.40552 2.09114 -1.43088 0.096
H -1.83714 -0.54751 -3.46206 0.095
H -4.16173 -0.68588 -2.20423 0.080
H -4.13410 0.57461 0.06221 0.193
H -1.68534 1.24253 1.27496 0.156
F 2.27637 -2.74247 1.09969 -0.540
Cs 3.34852 2.32098 -1.60846 1.495
C -5.33355 -2.73266 1.21123 -0.846
O -4.14318 -3.14192 1.03289 -0.114
O -5.69216 -1.81953 0.22115 -0.018
O -6.16226 -3.00016 2.06691 0.016
H -4.81946 -1.89790 -0.19901 0.013
Na 1.27606 -0.61549 -3.74901 0.515
B 5.15037 2.01154 4.07982 -1.193
F 4.83748 3.13277 4.88423 0.072
F 4.12898 1.03153 4.20931 0.056
F 5.23802 2.41570 2.71485 0.032
F 6.39304 1.46111 4.48378 0.072
Li -3.05220 -2.45039 -3.39580 0.800
Cl -4.73650 1.52689 -2.94398 -0.230
Be -1.74049 3.98049 0.53303 0.387
O 7.56175 -1.03180 6.35160 -0.104
H 7.42468 -0.34827 5.68059 -0.053
Br 3.42902 -1.77281 0.03139 0.939
```

**HOMO**: -6.39 eV
**Calculated total energy**: -4576.84579 Eh
**Spin multiplicity**: 1